Entry 1:
# C30H88O30S8

A cluster of 14 separate species, C30H88O30S8 in total at a distorted geometry (wB97M-V/def2-TZVPD, the Open Molecules 2025 dataset).

Properties
Energy = -6637.77120 Eh
LUMO energy (alpha / beta) = -0.0843 / -0.3316 hartree

```
! RIJCOSX wB97M-V def2-TZVPD def2/J DEFGRID3
* xyz 1 2
O 4.53019 36.92417 5.60193
S 4.23519 35.51244 5.33421
O 3.46867 35.05579 4.18093
O 5.67091 34.66200 5.38198
C 6.80984 35.02462 4.66223
C 6.54986 34.62363 3.20624
C 3.38770 34.83563 6.85594
H 7.64417 34.53632 5.16576
H 6.98167 36.09674 4.56663
H 7.27670 35.04008 2.50883
H 5.67617 35.19300 2.88911
H 6.40512 33.54480 3.14895
H 3.18007 33.78229 6.66764
H 2.57931 35.50079 7.15954
H 4.13483 34.80723 7.64910
O 6.84928 33.67890 -10.70892
S 5.67111 33.83112 -9.87074
O 4.74231 32.74369 -9.44759
O 6.03625 34.69627 -8.54365
C 5.47514 34.36579 -7.26988
C 6.53815 33.50032 -6.53552
C 4.74127 35.28206 -10.66220
H 4.63691 33.67210 -7.33519
H 5.13390 35.19171 -6.64576
H 7.44974 34.09599 -6.48777
H 6.64627 32.51947 -6.99852
H 6.10574 33.33643 -5.54847
H 3.89042 35.68531 -10.11306
H 4.60123 35.00010 -11.70574
H 5.46404 36.09795 -10.65785
O 9.46500 32.68632 -6.04756
S 10.93762 32.50639 -6.03671
O 11.54695 31.43768 -5.25689
O 11.45629 32.22565 -7.59237
C 10.64271 32.40688 -8.71549
C 10.57726 31.10242 -9.42516
C 12.06485 33.99731 -5.65885
H 11.17493 33.06830 -9.39913
H 9.65266 32.83175 -8.55002
H 9.97474 31.19587 -10.32868
H 10.17305 30.31355 -8.79080
H 11.57089 30.72017 -9.65900
H 12.22179 34.59341 -6.55781
H 13.03001 33.58738 -5.36129
H 11.64573 34.74809 -4.98895
O 9.67562 34.63302 0.50647
S 10.49390 33.49844 0.86355
O 9.86236 32.26343 1.26468
O 11.45500 33.34158 -0.45342
C 12.34980 32.28662 -0.53014
C 13.78574 32.84249 -0.76058
C 11.90123 33.96816 2.06041
H 12.01306 31.56911 -1.27840
H 12.38205 31.71856 0.39957
H 14.48279 32.00452 -0.76563
H 14.11439 33.55178 -0.00096
H 13.90475 33.31045 -1.73779
H 12.40836 34.70866 1.44188
H 12.49876 33.06861 2.20827
H 11.56122 34.43438 2.98515
O 14.02816 25.59184 -6.91715
S 13.76574 26.74093 -7.77625
O 12.76594 26.72936 -8.86019
O 13.59366 28.01728 -6.80479
C 12.66340 28.96715 -7.17815
C 11.30368 28.59268 -6.54350
C 15.39977 27.09878 -8.58525
H 12.51910 29.05512 -8.25497
H 13.02698 29.91992 -6.79325
H 11.43461 28.52595 -5.46345
H 10.83715 27.63204 -6.76173
H 10.58707 29.35943 -6.83788
H 15.36486 26.55664 -9.53022
H 16.24154 26.77619 -7.97251
H 15.46246 28.18671 -8.56102
O 6.61538 24.37577 2.84921
S 5.86102 24.76313 1.67867
O 4.96878 25.90126 1.79049
O 6.94492 25.09162 0.44909
C 6.66185 26.08556 -0.52279
C 7.06113 27.52655 -0.05006
C 5.05924 23.27135 0.81264
H 5.67931 26.08587 -0.99472
H 7.23262 25.85869 -1.42326
H 7.15772 28.17059 -0.92412
H 8.03514 27.46964 0.43591
H 6.39344 27.93244 0.70991
H 4.41902 22.73646 1.51415
H 5.88379 22.66659 0.43518
H 4.43597 23.65278 0.00385
O 7.15329 30.90354 -9.02872
S 6.11526 29.86124 -8.80129
O 5.22888 29.34683 -9.90544
O 6.90894 28.48491 -8.23238
C 7.78198 27.92972 -9.09447
C 8.38866 26.68960 -8.49398
C 5.04902 30.15746 -7.33484
H 8.62611 28.42074 -9.57866
H 7.23464 27.46128 -9.91244
H 8.80939 26.03574 -9.25790
H 7.65557 26.13402 -7.90918
H 9.28404 26.78142 -7.87919
H 5.71538 30.52811 -6.55594
H 4.59315 29.23393 -6.97795
H 4.36898 30.96079 -7.61825
O 6.36961 31.04297 -4.00979
S 7.65126 31.17803 -3.32569
O 8.36176 32.45517 -3.31648
O 7.51496 30.59380 -1.75846
C 7.53257 31.54700 -0.67266
C 7.31191 30.85277 0.64530
C 8.72276 29.94987 -4.10039
H 6.72506 32.25994 -0.83923
H 8.50229 32.04102 -0.61183
H 7.42557 31.68635 1.33836
H 8.00494 30.02382 0.78900
H 6.31791 30.40663 0.61354
H 8.11204 29.04804 -4.14310
H 9.49393 29.77626 -3.34989
H 9.20173 30.28815 -5.01923
C 10.76929 26.37294 -3.38713
O 9.59504 26.79031 -2.73988
H 11.16516 25.35761 -3.36471
H 10.75554 26.62845 -4.44667
H 11.44343 27.03431 -2.84287
H 8.82882 26.71915 -3.31385
C 3.75076 29.35811 -1.57286
O 2.90818 29.33783 -0.41759
H 4.74393 29.73208 -1.32415
H 3.79598 28.30320 -1.84346
H 3.31245 30.03650 -2.30483
H 2.84633 30.22172 -0.04812
C 2.86944 32.40954 2.16703
O 3.27251 31.24459 1.47469
H 2.74147 32.05030 3.18815
H 3.61812 33.19822 2.09254
H 1.91681 32.70615 1.72815
H 3.77689 30.60061 1.97718
C 10.90292 28.61843 0.24033
O 12.00937 28.43652 -0.58517
H 10.97850 27.96097 1.10643
H 10.65227 29.63768 0.53429
H 10.05397 28.29429 -0.36161
H 12.01769 29.05559 -1.31886
C 4.74807 33.53007 -2.38124
O 4.63773 32.86042 -3.58402
H 4.48190 32.80575 -1.61143
H 5.81299 33.75729 -2.33209
H 4.12568 34.41131 -2.53666
H 5.31377 32.18165 -3.64598
C 8.47919 35.66918 -2.56974
O 9.62012 34.92842 -3.14854
H 8.83515 36.63188 -2.20287
H 7.62807 35.74767 -3.24615
H 8.04428 35.19250 -1.69126
H 9.40611 34.09447 -3.57321
*
```

***

Entry 2:
# C30H90N6O12

A cluster of 12 separate species, C30H90N6O12 in total at a distorted geometry (wB97M-V/def2-TZVPD, the Open Molecules 2025 dataset).

Properties
SMILES string = COC[C@H](C)N.COC[C@H](C)N.COC[C@H](C)N.COC[C@H](C)N.COC[C@H](C)N.COC[C@H](C)N.CO.CO.CO.CO.CO.CO
Relative energy (zero: lowest compared OMol25 entry of this formula, charge and spin) = 1.7922 eV
Energy = -2428.17889 Eh
LUMO energy = 0.0226 hartree

```
! RIJCOSX wB97M-V def2-TZVPD def2/J DEFGRID3
* xyz 0 1
C -18.59167 -13.78812 14.13062
C -18.58275 -13.08264 12.73265
C -17.19802 -13.22414 12.13148
O -17.20020 -12.44999 10.94483
C -16.67159 -13.10104 9.77719
N -19.64301 -13.55151 11.88760
H -17.95790 -13.24009 14.86119
H -18.18775 -14.77960 13.92083
H -19.59659 -13.91880 14.47690
H -18.68511 -11.99128 12.82618
H -16.99639 -14.26946 11.83910
H -16.45776 -12.87093 12.83683
H -17.43548 -13.82797 9.37582
H -15.73302 -13.60419 10.07775
H -16.42260 -12.34895 9.02819
H -19.47304 -14.43031 11.45552
H -19.87459 -12.93205 11.15759
C -22.53326 -7.00054 4.76955
C -21.15004 -7.44846 4.46260
C -20.28993 -7.06325 5.60682
O -18.98565 -7.56438 5.49990
C -18.22253 -7.48896 6.72990
N -21.16453 -8.86330 4.22806
H -22.71331 -5.92130 4.66149
H -22.85052 -7.17445 5.79220
H -23.22082 -7.56208 4.08705
H -20.70926 -6.84676 3.68075
H -20.79864 -7.47954 6.54937
H -20.33780 -5.93293 5.68445
H -18.59716 -8.16047 7.50234
H -18.26886 -6.48559 7.12632
H -17.22038 -7.76357 6.41909
H -21.34344 -9.30909 5.16286
H -20.18903 -9.04882 4.04286
C -14.39035 -3.97966 11.66969
C -14.80202 -4.68543 10.36178
C -14.09134 -5.96946 10.10011
O -12.70476 -5.68840 9.99952
C -11.93539 -6.89920 9.99192
N -16.25072 -4.87316 10.24265
H -14.92457 -4.36166 12.54835
H -14.53977 -2.88404 11.51442
H -13.32793 -4.13561 11.88464
H -14.46616 -3.92265 9.63065
H -14.47816 -6.53632 9.20058
H -14.32974 -6.65776 10.90394
H -12.19926 -7.51870 10.88029
H -10.87833 -6.67021 10.06578
H -12.22608 -7.46750 9.09743
H -16.44784 -5.58307 9.53705
H -16.73635 -5.03971 11.08103
C -20.59630 -4.40851 9.21373
C -19.78410 -4.81495 10.50120
C -19.36750 -3.56148 11.24722
O -18.75276 -3.89456 12.46239
C -18.20701 -2.81856 13.08269
N -20.39313 -5.76001 11.43093
H -20.58526 -5.20747 8.48956
H -20.08143 -3.57993 8.72667
H -21.60956 -4.15497 9.45753
H -18.83484 -5.22820 10.20736
H -20.21307 -2.92986 11.53686
H -18.65082 -2.98911 10.61718
H -18.79037 -1.87313 13.08421
H -17.33674 -2.56599 12.54534
H -17.94367 -3.15740 14.12073
H -19.74712 -5.88915 12.22786
H -21.28168 -5.38708 11.75409
C -16.13635 -6.68833 14.30719
C -17.25524 -6.75572 15.33064
C -18.24785 -7.85694 15.09962
O -19.03998 -7.52866 13.95608
C -19.87933 -8.57006 13.61722
N -16.65957 -7.09663 16.66750
H -15.34002 -5.99592 14.61208
H -16.54470 -6.51655 13.29083
H -15.64420 -7.67246 14.13148
H -17.79512 -5.79135 15.48909
H -18.90891 -7.92092 15.93433
H -17.81642 -8.84594 14.98341
H -20.61271 -8.22286 12.89517
H -20.40076 -8.91315 14.52953
H -19.36202 -9.45596 13.09188
H -16.47256 -6.30037 17.24133
H -15.85706 -7.62829 16.47886
C -20.76263 -10.35037 7.98510
C -20.70821 -11.90233 7.79018
C -21.31357 -12.35399 6.45245
O -21.15682 -13.73889 6.28469
C -21.27574 -14.10667 4.87896
N -19.28013 -12.29197 7.74718
H -20.18643 -9.91788 8.81753
H -21.84468 -10.05590 8.12199
H -20.37780 -9.82510 7.06476
H -21.13222 -12.47189 8.62415
H -20.86389 -11.73771 5.65949
H -22.39961 -12.15383 6.49400
H -21.08223 -15.19941 4.84915
H -20.56322 -13.50208 4.31265
H -22.30556 -13.90965 4.46035
H -18.83163 -11.98743 8.62993
H -19.25612 -13.29485 7.76615
C -22.71715 -7.77758 9.91549
O -21.47465 -8.12488 10.51976
H -22.55051 -6.99332 9.14591
H -23.21300 -8.56152 9.39191
H -23.36390 -7.45763 10.73410
H -20.99500 -7.33337 10.79228
C -17.98158 -11.01073 4.75679
O -17.33395 -12.05346 5.53136
H -18.22469 -10.11166 5.38985
H -17.37978 -10.63634 3.94469
H -18.93388 -11.44329 4.37907
H -17.99457 -12.09904 6.24053
C -16.45783 -4.87882 5.28043
O -17.08075 -5.51892 4.12065
H -15.55181 -4.41676 4.93147
H -17.16491 -4.16908 5.76935
H -16.16367 -5.70620 5.89695
H -17.81975 -6.11257 4.38770
C -22.35964 -11.54991 11.80572
O -21.57880 -11.03658 10.70314
H -22.05680 -11.09280 12.74551
H -23.42888 -11.44131 11.62455
H -22.17263 -12.59824 11.89084
H -21.39635 -10.11648 10.79377
C -14.79501 -9.71156 7.35922
O -16.00969 -10.46856 7.56563
H -14.66619 -9.25172 8.37153
H -13.96319 -10.31215 6.99237
H -15.03810 -8.88799 6.67046
H -16.30529 -10.99868 6.79863
C -16.79142 -8.47333 10.97296
O -16.93029 -8.30664 9.57321
H -17.48955 -9.14768 11.45245
H -15.82788 -8.93619 11.25117
H -16.94288 -7.48390 11.38533
H -16.79235 -9.19446 9.17596
*
```

***

Question: Which of these has the lowest energy?
Answer: C30H88O30S8

***

Question: Look up the energy of the first one.
Answer: -6637.77120 Eh